DFT (ωB97M-V/def2-TZVPD) results for a single C22H21FN2O3S2 molecule.

## Properties
HOMO-LUMO gap, eV: 7.6
Structure (SMILES): O=C(CCN1C(=O)/C(=C/c2ccccc2F)SC1=S)N[C@@H](CO)Cc1ccccc1
2S+1: 1
Total charge: 0
Highest occupied orbital energy, eV: -8.4

Geometry as XYZ:
```
51
Properties=species:S:1:pos:R:3:mulliken_charge:R:1
O 0.91585 -0.44894 0.07297 -0.67
C 1.73593 -0.63816 -0.81233 0.72
C 2.29049 -2.03650 -1.04835 -0.82
C 1.21788 -2.88496 -1.75548 -1.33
N -0.05564 -2.71955 -1.09443 0.02
C -0.88140 -1.67846 -1.47913 0.06
O -0.70528 -1.03453 -2.48948 -0.63
C -1.97391 -1.49970 -0.51574 0.36
C -2.87149 -0.50704 -0.68213 -0.18
C -3.98467 -0.11480 0.13944 0.61
C -4.32273 -0.71537 1.35783 -0.44
C -5.40214 -0.27528 2.09666 -0.95
C -6.18255 0.77844 1.64488 -0.36
C -5.87887 1.39579 0.44308 -0.62
C -4.79697 0.94807 -0.28600 0.52
F -4.52476 1.55507 -1.45609 -0.30
S -1.82383 -2.68119 0.76372 -0.27
C -0.35567 -3.34848 0.07075 0.54
S 0.50553 -4.56285 0.73294 -0.29
N 2.14936 0.29241 -1.68471 -0.01
C 1.83604 1.71681 -1.65997 -0.22
C 0.32710 1.98793 -1.45949 -0.75
O -0.09869 2.03315 -0.13320 -0.65
C 2.72091 2.47853 -0.63644 -1.42
C 3.02634 1.66972 0.59372 0.49
C 2.29178 1.82662 1.76122 -0.12
C 2.54955 1.03393 2.86488 -0.74
C 3.54772 0.07606 2.81914 -0.46
C 4.29931 -0.07434 1.66719 -0.66
C 4.04155 0.72023 0.56444 -0.05
H 2.50049 -2.47659 -0.07157 0.25
H 3.20170 -2.02826 -1.64392 0.56
H 1.07941 -2.54694 -2.78583 0.38
H 1.49257 -3.94159 -1.73426 0.52
H -2.71677 0.08671 -1.57701 0.40
H -3.72537 -1.53323 1.72684 0.32
H -5.63830 -0.75625 3.03327 0.41
H -7.02580 1.11974 2.22503 0.38
H -6.46726 2.21709 0.06534 0.45
H 2.83715 0.01266 -2.36535 0.36
H 2.07608 2.08140 -2.66448 0.53
H 0.10235 2.97244 -1.87984 0.56
H -0.22589 1.23091 -2.03476 0.08
H 0.12483 1.16723 0.25920 0.53
H 3.65976 2.74951 -1.12533 0.40
H 2.19453 3.39173 -0.35988 0.48
H 1.50144 2.56105 1.79588 0.43
H 1.96353 1.16018 3.76325 0.40
H 3.74124 -0.55007 3.67758 0.40
H 5.08656 -0.81370 1.62516 0.41
H 4.64106 0.60338 -0.32924 0.37
```